# 1
The following is a DFT calculation (ωB97M-V with the def2-TZVPD basis set) of 15 unconnected molecules or ions with the total composition C3H35O15.

Values from the calculation:
Strongest force on any atom = 2.8 eV Å⁻¹
M = 311.30 g/mol
Gap between HOMO and LUMO = 7.77 eV
HOMO = -5.7 eV
Charge = -1

Element x y z (Å)
C -1.077 -0.734 -0.450
C -0.647 0.659 -0.057
C -0.959 1.144 1.374
O 0.751 0.687 -0.232
H -0.732 -1.050 -1.452
H -2.181 -0.640 -0.437
H -0.689 -1.464 0.205
H -1.035 1.425 -0.758
H -2.039 1.209 1.521
H -0.558 2.157 1.583
H -0.506 0.394 2.099
O 0.432 0.532 -3.087
H 0.049 -0.212 -3.561
H 0.543 0.306 -2.179
O -1.257 -3.959 0.791
H -0.299 -3.983 0.843
H -1.517 -4.726 1.321
O -2.106 0.329 4.500
H -1.945 1.237 4.267
H -1.796 -0.222 3.789
O -1.174 -2.067 2.814
H -0.219 -1.938 2.541
H -1.544 -2.467 2.012
O 1.051 3.449 -0.555
H 0.280 3.963 -0.391
H 0.769 2.551 -0.357
O 0.125 4.365 2.589
H -0.197 3.719 3.209
H 1.116 4.303 2.544
O -1.468 4.404 0.421
H -0.895 4.233 1.202
H -1.873 3.557 0.204
O -1.315 -4.034 -2.052
H -1.497 -4.013 -1.129
H -0.698 -3.312 -2.310
O 1.409 -4.445 0.307
H 2.148 -4.774 -0.180
H 1.517 -3.479 0.135
O 1.618 -1.839 -0.427
H 1.418 -2.182 -1.302
H 1.129 -1.023 -0.407
O 0.812 -2.426 -2.963
H 0.551 -2.385 -3.855
H 1.381 -3.206 -2.967
O -0.165 3.411 -3.125
H -0.163 3.513 -4.055
H -0.233 2.479 -3.078
O 2.994 1.043 -1.550
H 2.752 1.828 -2.007
H 2.178 0.795 -1.124
O 2.299 1.038 1.891
H 1.637 0.980 1.176
H 1.825 0.872 2.709

# 2
The following is a DFT calculation (ωB97M-V with the def2-TZVPD basis set) of a molecular structure, C37H59N5O2SSi3TeTi.

Values from the calculation:
Strongest force on any atom = 0.4 eV Å⁻¹
M = 897.70 g/mol
Multiplicity = 2
Expectation value of S² = 0.771
Gap between HOMO and LUMO (alpha / beta) = 5.33 / 7.05 eV
HOMO (alpha / beta) = -3.1 / -4.8 eV
Charge = -1

Element x y z (Å)
Ti 0.777 -0.074 1.575
N -1.734 -3.769 0.962
C -0.840 -2.781 1.339
S -0.291 -1.722 0.078
N -0.450 -2.762 2.570
N 0.419 -1.730 2.845
C 0.816 -1.650 4.103
C 1.439 -0.455 4.482
C 1.854 -0.134 5.797
C 2.299 1.123 6.081
C 2.335 2.096 5.051
C 1.964 1.720 3.790
N 1.563 0.474 3.470
H -2.335 -3.497 0.198
H -2.224 -4.174 1.746
H 0.578 -2.437 4.808
H 1.787 -0.895 6.564
H 2.607 1.380 7.087
H 2.651 3.112 5.240
H 1.980 2.432 2.972
C 1.078 2.945 0.354
O 1.569 1.613 0.510
Si 3.081 1.059 -0.099
C 3.010 1.436 -1.940
C 4.351 2.285 0.557
C 3.045 -0.624 0.541
Si 2.922 -1.991 -0.719
C 4.615 -2.512 -1.421
C 2.218 -3.618 -0.053
C 2.022 -1.525 -2.326
Si 4.485 -1.017 1.652
C 4.540 -2.838 2.145
C 6.169 -0.624 0.841
C 4.671 -0.163 3.326
H 0.962 3.173 -0.709
H 1.786 3.654 0.792
H 0.121 3.020 0.871
H 3.088 2.515 -2.103
H 2.089 1.084 -2.402
H 3.846 0.962 -2.461
H 4.160 3.280 0.147
H 5.354 1.988 0.244
H 4.351 2.362 1.645
H 5.293 -2.920 -0.667
H 5.127 -1.681 -1.915
H 4.443 -3.291 -2.171
H 2.997 -4.384 -0.004
H 1.425 -3.980 -0.711
H 1.784 -3.508 0.941
H 2.734 -1.139 -3.060
H 1.223 -0.794 -2.210
H 1.572 -2.433 -2.739
H 4.709 -3.522 1.313
H 3.607 -3.129 2.634
H 5.355 -2.972 2.864
H 6.112 -0.516 -0.243
H 6.892 -1.417 1.056
H 6.575 0.304 1.252
H 4.561 0.920 3.311
H 5.691 -0.383 3.661
H 3.989 -0.558 4.076
C -1.758 1.112 4.051
C -1.231 1.690 2.744
O -1.235 2.911 2.571
N -0.713 0.787 1.886
Te -2.098 1.497 -0.987
C -2.858 2.187 -2.859
C -4.240 2.274 -3.084
C -5.253 1.914 -2.032
C -4.704 2.697 -4.328
C -3.839 3.052 -5.352
C -4.357 3.498 -6.694
C -2.477 2.988 -5.103
C -1.969 2.564 -3.878
C -0.468 2.508 -3.734
C -3.300 -0.252 -0.898
C -4.083 -0.511 0.230
C -4.110 0.367 1.452
C -4.846 -1.681 0.269
C -4.841 -2.598 -0.766
C -5.655 -3.863 -0.699
C -4.030 -2.334 -1.866
C -3.253 -1.186 -1.948
C -2.361 -1.015 -3.144
H -2.751 1.519 4.255
H -1.090 1.440 4.851
H -1.782 0.025 4.035
H -4.991 2.358 -1.070
H -5.296 0.833 -1.879
H -6.245 2.259 -2.324
H -5.775 2.756 -4.494
H -5.440 3.614 -6.678
H -4.109 2.770 -7.470
H -3.917 4.452 -6.989
H -1.779 3.278 -5.884
H -0.001 3.293 -4.331
H -0.085 1.547 -4.091
H -0.137 2.617 -2.705
H -3.846 1.399 1.231
H -3.380 -0.002 2.176
H -5.096 0.342 1.920
H -5.453 -1.874 1.148
H -6.319 -3.857 0.165
H -5.010 -4.741 -0.619
H -6.264 -3.988 -1.596
H -3.988 -3.052 -2.679
H -2.721 -0.220 -3.802
H -2.312 -1.942 -3.715
H -1.351 -0.750 -2.826

# 3
The following is a DFT calculation (ωB97M-V with the def2-TZVPD basis set) of 2 unconnected molecules or ions with the total composition C2H3Cl2NO2.

Values from the calculation:
Strongest force on any atom = 3.3 eV Å⁻¹
M = 143.96 g/mol
Gap between HOMO and LUMO (alpha / beta) = 7.54 / 7.12 eV
HOMO (alpha / beta) = -10.5 / -10.3 eV

Element x y z (Å)
C -1.248 0.010 0.193
C 0.140 0.438 0.121
N 1.039 -0.188 -0.853
O 0.462 -0.873 -1.699
O 2.200 0.122 -0.878
Cl 0.857 1.903 0.601
Cl 1.410 -1.095 1.819
H -1.648 0.592 1.014
H -1.910 0.132 -0.757
H -1.301 -1.041 0.439